1.
One molecule with the formula C6H12N2O3S2 at a distorted geometry, computed with ωB97M-V with the def2-TZVPD basis set.

Its largest force on an atom is 2.81 eV Å⁻¹. The total charge is 0. Its HOMO-LUMO gap is 9.53 eV. Its spin multiplicity is 1. As for the energy above the lowest of the compared OMol25 structures with the same formula, charge and spin: 78.44 kJ/mol. The SMILES is N[C@@H](CS)C(=O)N[C@@H](CS)C(=O)O.

Element x y z (Å)
C  1.415  -0.590  -0.270
C  0.980  0.405  0.775
C  2.824  -1.144  0.101
C  -1.370  0.254  0.014
C  -2.418  1.297  -0.309
C  -1.943  -0.949  0.837
H  1.566  -0.617  -2.307
H  1.975  0.796  -1.661
H  0.631  -1.480  -0.213
H  2.881  -1.419  1.167
H  2.962  -2.109  -0.375
H  3.687  0.910  0.451
H  -0.421  1.631  1.390
H  -0.928  -0.213  -0.918
H  -1.133  -1.557  1.318
H  -2.526  -0.505  1.621
H  -3.987  -1.191  -0.289
H  -2.665  3.117  -0.723
N  1.314  0.057  -1.584
N  -0.263  0.876  0.718
O  1.844  0.943  1.493
O  -3.626  1.103  -0.262
O  -1.934  2.501  -0.510
S  4.167  -0.040  -0.323
S  -3.030  -2.076  -0.139

Forces on the atoms, in the same order (eV/Å):
C -0.8148 -2.0646 0.1248
C 2.3654 1.5121 0.0388
C -0.8512 -0.6711 0.5089
C 1.1222 -1.7292 -0.4360
C -2.2579 -0.6801 0.7277
C -0.0134 0.1851 -0.4009
H -0.1149 0.1757 0.1861
H 0.6434 0.6764 0.1122
H 1.6624 1.5198 -0.3773
H -0.1927 0.4897 -0.2497
H 0.2048 0.0623 -0.5753
H -0.0063 0.5833 0.4274
H -0.1505 -0.3715 -0.4082
H -0.7185 1.0103 0.6041
H -0.6340 0.5983 -0.7028
H -0.3733 -0.0811 0.6155
H -0.5443 0.4865 -0.1209
H 0.2283 -0.5015 0.1922
N -0.8211 -1.3981 0.0710
N -0.9507 0.5272 0.7479
O -1.3907 -0.6807 -0.2130
O 1.3713 -0.1611 -0.2882
O 0.6241 1.1234 -0.5597
S 0.5046 -0.4259 -0.4818
S 1.1077 -0.1851 0.4572

Atomic partial charges in e from the Mulliken method, atoms 1 to 5: number 1, C, carries 0.093; number 2, C, carries 0.320; number 3, C, carries -0.927; number 4, C, carries 0.298; number 5, C, carries 0.368

=====

2.
C17H42B3BrIN3O7 as an isolated structure at a distorted geometry, computed with ωB97M-V with the def2-TZVPD basis set.

Its largest force on an atom is 1.04 eV Å⁻¹. The total charge is 0. Its HOMO-LUMO gap is 9.13 eV. Its spin multiplicity is 1.

Element x y z (Å)
N  -0.249  -0.582  -1.882
C  0.791  -1.434  -1.289
C  1.802  -0.642  -0.480
C  2.854  0.146  -1.267
C  2.376  0.800  -2.562
C  3.281  1.993  -2.969
B  2.722  2.471  -4.321
O  1.676  3.399  -4.411
B  0.667  2.851  -5.156
Br  -1.047  2.487  -4.390
O  0.964  2.395  -6.425
B  2.053  1.548  -6.336
I  1.934  -0.344  -7.326
O  3.106  1.876  -5.538
H  -0.861  -0.219  -1.163
H  -0.793  -1.104  -2.553
H  1.273  -2.010  -2.080
H  0.338  -2.166  -0.610
H  1.269  0.022  0.204
H  2.330  -1.354  0.155
H  3.258  0.930  -0.625
H  3.684  -0.516  -1.520
H  2.396  0.063  -3.369
H  1.355  1.164  -2.465
H  3.167  2.765  -2.208
H  4.325  1.690  -3.049
C  -7.579  4.521  0.651
O  -7.701  3.449  -0.261
C  -7.674  3.833  -1.630
C  -6.426  3.322  -2.313
N  -5.240  4.011  -1.825
C  -3.975  3.444  -2.278
C  -3.627  2.027  -1.839
O  -3.379  1.893  -0.451
C  -4.520  1.678  0.358
H  -7.739  4.116  1.648
H  -6.587  4.985  0.615
H  -8.333  5.291  0.461
H  -7.749  4.919  -1.728
H  -8.548  3.387  -2.114
H  -6.516  3.495  -3.390
H  -6.383  2.236  -2.150
H  -5.255  4.012  -0.814
H  -3.177  4.102  -1.926
H  -3.954  3.481  -3.372
H  -2.691  1.756  -2.329
H  -4.377  1.295  -2.163
H  -5.290  1.114  -0.174
H  -4.952  2.616  0.718
H  -4.201  1.102  1.227
C  3.967  -6.735  4.165
O  3.622  -5.781  5.148
C  4.726  -5.067  5.690
C  4.675  -3.608  5.294
N  4.927  -3.441  3.870
C  4.696  -2.093  3.364
C  3.278  -1.538  3.422
O  2.363  -2.196  2.567
C  1.746  -3.353  3.100
H  3.063  -7.293  3.926
H  4.343  -6.268  3.248
H  4.722  -7.435  4.537
H  5.671  -5.518  5.375
H  4.662  -5.138  6.779
H  5.440  -3.063  5.855
H  3.693  -3.219  5.600
H  4.344  -4.088  3.356
H  5.011  -2.080  2.317
H  5.357  -1.405  3.902
H  3.321  -0.503  3.069
H  2.884  -1.505  4.444
H  1.613  -3.278  4.182
H  2.311  -4.262  2.873
H  0.766  -3.445  2.632

Forces on the atoms, in the same order (eV/Å):
N 0.4127 0.0086 -0.1765
C -0.5363 -0.0417 0.2831
C 0.2954 -0.0758 -0.0803
C -0.1570 0.0146 -0.1326
C 0.2975 0.3529 -0.1410
C 0.0121 0.0402 0.0443
B 0.5735 0.7500 -0.4452
O -0.3959 -0.7507 0.5612
B 0.0035 0.7436 -0.3593
Br -0.0316 0.2673 -0.1471
O -0.3099 -0.7484 0.3917
B 0.1731 0.2654 -0.7716
I 0.1572 0.1698 -0.0371
O -0.3166 -0.6736 0.5326
H -0.1407 -0.0205 0.0069
H -0.1938 0.0044 0.0483
H 0.1017 0.0863 -0.1247
H 0.1012 -0.1561 -0.0042
H -0.1358 0.0644 -0.0292
H -0.0154 0.0254 0.1672
H 0.0835 -0.0230 0.1116
H 0.1125 -0.0062 0.0467
H -0.2275 -0.1083 -0.0110
H -0.0662 -0.1203 0.0337
H 0.1702 0.0802 0.0548
H 0.0667 -0.0630 0.1014
C -0.0395 -0.0606 0.0021
O 0.0849 0.0678 0.0471
C -0.1262 -0.0676 -0.1042
C 0.1252 0.0046 0.1074
N -0.0400 -0.1143 0.0364
C -0.0097 0.1658 0.0766
C 0.0877 -0.0904 -0.1210
O -0.0557 -0.0159 0.0386
C 0.1037 -0.0129 0.0496
H 0.0069 -0.0171 0.0001
H -0.0239 0.0480 -0.0245
H 0.0105 0.0282 0.0055
H 0.0560 0.0172 0.0126
H -0.0145 0.0178 0.0237
H 0.0155 -0.0186 -0.0130
H -0.0603 -0.0134 -0.0732
H 0.0040 0.0169 0.0076
H 0.0274 -0.0090 -0.0398
H -0.0149 -0.0239 -0.0116
H -0.0067 -0.0423 0.0512
H -0.0696 0.0491 0.0610
H -0.0295 0.0205 -0.0089
H -0.0675 -0.0179 -0.0362
H 0.0085 -0.0051 -0.0069
C -0.0492 -0.0025 0.0536
O 0.0254 -0.0012 -0.1191
C 0.0071 0.0098 0.1755
C -0.0591 0.0127 -0.1511
N -0.1207 -0.0007 0.0494
C 0.1068 -0.1038 -0.0767
C 0.0182 0.2025 0.0030
O -0.0070 -0.1052 0.0316
C -0.0571 0.0428 -0.1173
H -0.0144 0.0118 0.0015
H 0.0533 -0.0201 0.0126
H 0.0197 -0.0086 -0.0215
H 0.0059 0.0217 -0.0555
H 0.0016 -0.0319 -0.0076
H -0.0070 0.0255 0.0015
H 0.0323 0.0134 0.0888
H 0.0110 -0.0125 -0.0129
H 0.0089 0.0358 0.0010
H -0.0126 0.0085 0.0258
H -0.0228 -0.0042 -0.0058
H 0.0150 -0.0917 0.0096
H 0.0254 -0.0219 0.0202
H 0.0172 -0.0102 0.0851
H -0.0041 0.0176 0.0043

Atomic partial charges in e from the Mulliken method, atoms 1 to 5: number 1, N, carries -0.330; number 2, C, carries -1.062; number 3, C, carries 0.060; number 4, C, carries -0.999; number 5, C, carries -0.029

=====

3.
One molecule with the formula C3H7NO at a distorted geometry, computed with ωB97M-V with the def2-TZVPD basis set.

Its largest force on an atom is 4.17 eV Å⁻¹. The total charge is 0. Its HOMO-LUMO gap is 9.92 eV. Its spin multiplicity is 1. As for the energy above the lowest of the compared OMol25 structures with the same formula, charge and spin: 233.79 kJ/mol. The SMILES is N[C@@H]1C[C@H]1O.

Element x y z (Å)
C  0.026  -0.418  0.386
C  -0.567  -0.275  -1.028
C  -0.228  0.910  -0.211
H  1.540  -1.857  -0.016
H  1.849  -0.760  1.441
H  -0.652  -0.831  1.091
H  -1.618  -0.591  -1.022
H  0.029  -0.587  -1.855
H  0.596  1.521  -0.528
H  -1.031  2.110  1.002
N  1.368  -0.858  0.518
O  -1.312  1.636  0.222

Forces on the atoms, in the same order (eV/Å):
C 0.6980 -0.4419 -0.5052
C -0.4808 -0.8374 1.1761
C -0.3093 0.0419 -0.4411
H -0.4039 3.4039 2.3764
H -0.9539 -0.4466 -1.3120
H -0.8901 0.1569 0.6046
H 0.4778 0.4029 -0.2958
H 0.3363 0.0482 -0.4501
H 0.5927 -0.0843 -0.0306
H -0.1000 0.2777 0.3735
N 1.9511 -3.0895 -1.6834
O -0.9180 0.5682 0.1877

Atomic partial charges in e from the Mulliken method, atoms 1 to 5: number 1, C, carries -0.074; number 2, C, carries -0.770; number 3, C, carries -0.018; number 4, H, carries 0.229; number 5, H, carries 0.200